{"formula": "C9H22Cl17NSi", "method": "ωB97M-V/def2-TZVPD", "species": ["N", "C", "Si", "Cl", "H", "H", "H", "H", "H", "H", "C", "Cl", "Cl", "H", "H", "C", "Cl", "Cl", "H", "H", "C", "Cl", "Cl", "H", "H", "C", "Cl", "Cl", "H", "H", "C", "Cl", "Cl", "H", "H", "C", "Cl", "Cl", "H", "H", "C", "Cl", "Cl", "H", "H", "C", "Cl", "Cl", "H", "H"], "xyz": [[1.540, 4.937, -1.565], [1.015, 3.751, -0.859], [2.075, 3.221, 0.604], [4.053, 3.415, 0.066], [1.644, 5.711, -0.920], [2.453, 4.741, -1.952], [0.029, 4.022, -0.464], [0.890, 2.949, -1.592], [1.830, 4.169, 1.708], [1.797, 1.855, 1.093], [-0.389, 0.235, -1.032], [1.324, -0.136, -1.270], [-1.134, 0.899, -2.489], [-0.901, -0.684, -0.777], [-0.474, 0.967, -0.237], [2.427, 0.827, 4.403], [1.455, -0.457, 3.659], [1.676, 2.410, 4.189], [2.510, 0.622, 5.463], [3.398, 0.829, 3.923], [-3.229, -2.333, -3.418], [-3.738, -3.625, -4.511], [-1.713, -2.712, -2.594], [-3.083, -1.430, -3.999], [-4.001, -2.196, -2.671], [-0.843, 7.301, -2.207], [-2.407, 7.401, -1.384], [0.322, 8.479, -1.586], [-0.427, 6.311, -2.058], [-0.997, 7.501, -3.260], [0.969, -4.274, 4.633], [0.494, -5.593, 3.551], [2.470, -4.619, 5.502], [1.118, -3.382, 4.038], [0.170, -4.133, 5.349], [-2.842, -2.352, 4.994], [-2.381, -4.052, 5.138], [-1.426, -1.322, 4.739], [-3.504, -2.248, 4.143], [-3.335, -2.049, 5.910], [4.363, -0.727, 0.740], [5.373, -2.009, 0.071], [5.171, 0.152, 2.049], [4.138, -0.016, -0.046], [3.457, -1.169, 1.138], [-4.297, -6.227, -7.098], [-3.056, -7.290, -7.771], [-5.148, -5.309, -8.345], [-5.019, -6.837, -6.570], [-3.816, -5.524, -6.430]], "e_lumo_ev": 0.05, "multiplicity": 1, "total_charge": 0, "smiles": "NC[SiH2]Cl.ClCCl.ClCCl.ClCCl.ClCCl.ClCCl.ClCCl.ClCCl.ClCCl", "homo_ev": -9.44}


{"formula": "C9H22F3LiN2O5S", "method": "ωB97M-V/def2-TZVPD", "species": ["Li", "C", "F", "F", "F", "S", "O", "O", "O", "C", "C", "C", "O", "C", "N", "H", "H", "H", "H", "H", "H", "H", "H", "H", "H", "H", "C", "C", "C", "O", "C", "N", "H", "H", "H", "H", "H", "H", "H", "H", "H", "H", "H"], "xyz": [[-25.236, -15.046, 3.714], [-26.677, -16.523, 7.377], [-26.321, -15.313, 7.798], [-25.564, -17.262, 7.266], [-27.437, -17.099, 8.294], [-27.583, -16.462, 5.746], [-28.794, -15.673, 5.946], [-26.606, -15.815, 4.888], [-27.877, -17.855, 5.454], [-22.998, -11.675, 3.003], [-23.725, -12.910, 3.474], [-22.957, -13.561, 4.611], [-23.638, -14.733, 5.011], [-23.277, -15.172, 6.312], [-25.100, -12.671, 3.937], [-22.908, -10.863, 3.733], [-23.573, -11.144, 2.234], [-21.999, -11.899, 2.627], [-23.765, -13.639, 2.657], [-22.912, -12.849, 5.449], [-21.910, -13.781, 4.370], [-23.775, -14.562, 7.070], [-22.190, -15.179, 6.390], [-23.699, -16.161, 6.469], [-25.095, -12.029, 4.730], [-25.603, -12.103, 3.255], [-25.956, -15.608, -0.363], [-25.729, -16.000, 1.110], [-24.294, -16.330, 1.464], [-24.251, -16.674, 2.831], [-23.080, -17.352, 3.224], [-26.309, -14.961, 2.007], [-25.583, -14.596, -0.542], [-27.020, -15.612, -0.586], [-25.421, -16.292, -1.025], [-26.312, -16.904, 1.311], [-23.645, -15.461, 1.266], [-23.956, -17.145, 0.816], [-23.145, -17.610, 4.274], [-22.209, -16.762, 2.893], [-22.930, -18.288, 2.662], [-26.408, -14.101, 1.478], [-27.273, -15.222, 2.202]], "e_lumo_ev": -0.13, "multiplicity": 1, "total_charge": 0, "homo_ev": -8.72}


{"formula": "C9H22F6NO9S2V2", "method": "ωB97M-V/def2-TZVPD", "species": ["V", "V", "C", "O", "H", "H", "H", "C", "F", "F", "F", "S", "O", "O", "N", "S", "O", "O", "C", "F", "F", "F", "O", "H", "C", "C", "O", "H", "H", "H", "H", "H", "H", "C", "C", "O", "H", "H", "H", "H", "H", "H", "C", "C", "O", "H", "H", "H", "H", "H", "H"], "xyz": [[2.568, -1.357, 1.457], [-0.555, -0.275, 1.536], [2.346, -3.506, -0.888], [2.733, -3.046, 0.369], [1.966, -4.531, -0.805], [1.551, -2.867, -1.301], [3.178, -3.565, -1.596], [1.958, 3.018, 0.694], [2.121, 4.263, 1.042], [0.836, 2.821, 0.007], [3.004, 2.612, 0.028], [1.744, 1.957, 2.303], [2.547, 0.732, 2.138], [2.122, 2.766, 3.403], [0.086, 1.568, 2.351], [-0.808, 2.791, 2.890], [-0.305, 4.082, 2.562], [-2.175, 2.563, 2.511], [-0.755, 2.569, 4.790], [-1.921, 2.080, 5.181], [0.195, 1.689, 5.093], [-0.528, 3.717, 5.372], [0.954, -0.734, 0.203], [0.579, -1.004, -0.638], [-3.274, -3.146, -0.768], [-2.871, -2.674, 0.606], [-1.498, -2.204, 0.660], [-3.385, -2.327, -1.477], [-4.238, -3.646, -0.684], [-2.515, -3.843, -1.122], [-2.937, -3.443, 1.382], [-3.557, -1.921, 1.002], [-0.891, -2.900, 0.939], [1.694, -0.062, -3.990], [2.818, -0.054, -2.962], [2.503, 0.706, -1.816], [1.409, 0.955, -4.268], [0.815, -0.432, -3.442], [1.942, -0.613, -4.892], [3.694, 0.362, -3.473], [3.180, -1.077, -2.783], [1.720, 0.310, -1.422], [-1.329, 0.540, -1.843], [-2.482, 1.052, -1.003], [-2.185, 0.788, 0.407], [-1.242, -0.543, -1.735], [-0.443, 1.111, -1.561], [-1.481, 0.764, -2.899], [-3.448, 0.630, -1.279], [-2.481, 2.139, -1.113], [-2.959, 1.184, 0.833]], "e_lumo_ev": [-4.14, -4.84], "multiplicity": 7, "total_charge": 1, "s2": 12.0198, "homo_ev": [-12.11, -12.62]}


{"formula": "C9H22N2NiO2P2", "method": "ωB97M-V/def2-TZVPD", "species": ["Ni", "P", "P", "N", "N", "H", "H", "H", "C", "H", "C", "H", "H", "C", "C", "H", "C", "H", "H", "H", "H", "H", "O", "C", "C", "C", "H", "H", "H", "H", "H", "H", "H", "C", "H", "O", "H", "H"], "xyz": [[0.000, 0.000, 0.000], [-1.273, -1.648, -0.648], [-1.134, 1.861, -0.396], [1.395, -1.345, 0.141], [1.533, 1.213, 0.195], [3.471, -1.503, 0.628], [3.489, 1.130, 1.045], [2.379, -0.841, 1.895], [2.602, -0.845, 0.813], [3.379, 0.558, -0.643], [2.835, 0.595, 0.326], [2.167, -3.216, -0.334], [2.230, 3.191, 0.301], [1.306, -2.526, -0.369], [1.351, 2.541, 0.145], [-0.272, -3.971, -0.619], [0.019, -2.974, -0.999], [0.145, -3.063, -2.092], [-1.676, 1.977, -1.710], [-2.305, 2.231, 0.333], [-2.021, -1.589, -1.845], [-2.193, -2.406, 0.148], [0.104, -0.177, -1.980], [1.267, 0.032, -2.741], [1.287, -0.980, -3.900], [1.312, 1.473, -3.271], [2.187, -0.142, -2.135], [1.364, -2.015, -3.523], [0.352, -0.894, -4.481], [2.141, -0.802, -4.580], [1.225, 2.190, -2.439], [2.250, 1.679, -3.822], [0.461, 1.643, -3.957], [0.106, 3.105, -0.103], [-0.061, 4.184, -0.119], [-0.303, -0.033, 1.760], [-0.227, -0.979, 2.042], [-1.266, 0.169, 1.872]], "e_lumo_ev": [-2.77, -5.38], "multiplicity": 4, "total_charge": 1, "s2": 3.7986, "homo_ev": [-10.75, -11.31]}


{"formula": "C9H22N2Si", "method": "ωB97M-V/def2-TZVPD", "species": ["C", "C", "C", "C", "C", "C", "C", "C", "C", "N", "N", "Si", "H", "H", "H", "H", "H", "H", "H", "H", "H", "H", "H", "H", "H", "H", "H", "H", "H", "H", "H", "H", "H", "H"], "xyz": [[0.154, -1.895, 0.791], [0.578, -1.087, -0.200], [-0.201, -1.495, 2.268], [-0.193, -3.379, 0.729], [-0.717, -1.441, -2.436], [-1.658, 2.053, -0.590], [-0.094, 3.329, 0.874], [0.596, -1.635, -1.604], [-0.706, 1.918, 0.592], [1.550, 1.360, -1.475], [2.298, 0.973, 1.200], [0.805, 0.833, 0.019], [0.245, -0.516, 2.666], [-0.088, -2.331, 2.885], [-1.303, -1.348, 2.410], [-0.835, -3.585, -0.105], [0.668, -4.148, 0.681], [-0.895, -3.668, 1.627], [-0.450, -1.248, -3.438], [-1.363, -2.357, -2.448], [-1.481, -0.686, -1.967], [-2.731, 1.857, -0.154], [-1.527, 3.169, -0.965], [-1.456, 1.399, -1.490], [0.688, 3.416, 0.096], [0.306, 3.268, 1.922], [-0.955, 3.891, 0.725], [0.879, -2.712, -1.817], [1.312, -0.980, -2.032], [-1.177, 1.567, 1.407], [2.305, 2.065, -1.467], [0.847, 1.482, -2.174], [2.176, 1.790, 1.814], [2.422, 0.142, 1.657]], "e_lumo_ev": 0.85, "multiplicity": 1, "total_charge": 0, "smiles": "CCC(=C(C)C)[Si](N)(N)C(C)C", "homo_ev": -8.68}


{"formula": "C9H22N4O4P", "method": "ωB97M-V/def2-TZVPD", "species": ["C", "C", "C", "O", "O", "C", "C", "N", "C", "N", "N", "P", "N", "O", "H", "H", "H", "H", "H", "H", "H", "H", "H", "H", "H", "H", "H", "H", "H", "H", "C", "C", "O", "C", "H", "H", "H", "H", "H", "H"], "xyz": [[2.457, -1.876, -0.097], [1.551, -0.528, 0.229], [0.863, 0.104, -1.149], [1.582, 0.895, -1.993], [-0.519, -0.186, -1.563], [-1.501, 0.468, -0.636], [-2.956, -0.218, -0.977], [-4.117, 0.312, -0.165], [-5.262, -0.714, -0.297], [-5.111, -2.191, 0.059], [-6.540, -0.329, -0.711], [-3.780, 0.360, 1.585], [-2.878, 1.885, 1.970], [-2.724, -0.971, 2.081], [3.082, -2.097, 0.894], [3.246, -1.652, -0.944], [1.807, -2.834, -0.318], [0.720, -0.879, 1.001], [2.184, 0.351, 0.710], [-1.121, 0.298, 0.458], [-1.464, 1.630, -0.832], [-3.185, 0.056, -2.116], [-2.806, -1.378, -0.938], [-4.713, -2.318, 1.025], [-6.038, -2.670, 0.088], [-7.078, 0.430, -0.220], [-6.970, -0.861, -1.499], [-1.908, 1.538, 2.188], [-3.341, 2.266, 2.849], [-2.701, -0.861, 3.095], [7.114, 1.352, 0.111], [5.688, 0.870, 0.083], [5.218, 0.212, 1.010], [4.860, 1.224, -1.123], [7.590, 1.023, 1.041], [7.666, 0.930, -0.733], [7.138, 2.444, 0.074], [5.311, 0.796, -2.022], [4.783, 2.310, -1.215], [3.853, 0.810, -1.005]], "e_lumo_ev": -5.92, "multiplicity": 1, "total_charge": 1, "homo_ev": -11.11}


Q: What is the formula in the first record?
A: C9H22Cl17NSi


Repeat the first record exactly.
{"formula": "C9H22Cl17NSi", "method": "ωB97M-V/def2-TZVPD", "species": ["N", "C", "Si", "Cl", "H", "H", "H", "H", "H", "H", "C", "Cl", "Cl", "H", "H", "C", "Cl", "Cl", "H", "H", "C", "Cl", "Cl", "H", "H", "C", "Cl", "Cl", "H", "H", "C", "Cl", "Cl", "H", "H", "C", "Cl", "Cl", "H", "H", "C", "Cl", "Cl", "H", "H", "C", "Cl", "Cl", "H", "H"], "xyz": [[1.540, 4.937, -1.565], [1.015, 3.751, -0.859], [2.075, 3.221, 0.604], [4.053, 3.415, 0.066], [1.644, 5.711, -0.920], [2.453, 4.741, -1.952], [0.029, 4.022, -0.464], [0.890, 2.949, -1.592], [1.830, 4.169, 1.708], [1.797, 1.855, 1.093], [-0.389, 0.235, -1.032], [1.324, -0.136, -1.270], [-1.134, 0.899, -2.489], [-0.901, -0.684, -0.777], [-0.474, 0.967, -0.237], [2.427, 0.827, 4.403], [1.455, -0.457, 3.659], [1.676, 2.410, 4.189], [2.510, 0.622, 5.463], [3.398, 0.829, 3.923], [-3.229, -2.333, -3.418], [-3.738, -3.625, -4.511], [-1.713, -2.712, -2.594], [-3.083, -1.430, -3.999], [-4.001, -2.196, -2.671], [-0.843, 7.301, -2.207], [-2.407, 7.401, -1.384], [0.322, 8.479, -1.586], [-0.427, 6.311, -2.058], [-0.997, 7.501, -3.260], [0.969, -4.274, 4.633], [0.494, -5.593, 3.551], [2.470, -4.619, 5.502], [1.118, -3.382, 4.038], [0.170, -4.133, 5.349], [-2.842, -2.352, 4.994], [-2.381, -4.052, 5.138], [-1.426, -1.322, 4.739], [-3.504, -2.248, 4.143], [-3.335, -2.049, 5.910], [4.363, -0.727, 0.740], [5.373, -2.009, 0.071], [5.171, 0.152, 2.049], [4.138, -0.016, -0.046], [3.457, -1.169, 1.138], [-4.297, -6.227, -7.098], [-3.056, -7.290, -7.771], [-5.148, -5.309, -8.345], [-5.019, -6.837, -6.570], [-3.816, -5.524, -6.430]], "e_lumo_ev": 0.05, "multiplicity": 1, "total_charge": 0, "smiles": "NC[SiH2]Cl.ClCCl.ClCCl.ClCCl.ClCCl.ClCCl.ClCCl.ClCCl.ClCCl", "homo_ev": -9.44}